118
Properties=species:S:1:pos:R:3 method="wB97M-V/def2-TZVPD" spin_multiplicity=2 charge=-2 s2=0.7570 de_lowest_kj_mol=0.0
V 0.08487 0.59546 0.25150
N -0.15289 2.42677 -0.88470
C 1.19552 2.67612 -1.39480
C 1.79351 1.36114 -1.90510
O 2.56661 1.40600 -2.87316
N 1.39692 0.28199 -1.21613
C 1.88361 -0.99743 -1.74018
C 0.80933 -2.10334 -1.70267
O 0.46890 -2.64707 -2.76033
O 0.35395 -2.40307 -0.54150
H -0.47103 3.15731 -0.26003
H -0.80771 2.35385 -1.65625
H 1.22892 3.40684 -2.20860
H 1.82202 3.03774 -0.58013
H 2.23364 -0.87018 -2.76219
H 2.72695 -1.35015 -1.13013
O -0.94855 5.30205 5.38738
C -0.80297 4.42722 4.55856
S 0.76124 3.81527 4.03093
C 0.17730 2.72412 2.76256
C -1.16147 2.62185 2.62726
S -1.96426 1.67425 1.43530
S -2.12834 3.58861 3.76165
S 1.35602 1.91739 1.77999
C -6.14772 -1.87506 -3.73780
C -4.73638 -1.88307 -3.13127
C -3.83435 -2.80496 -3.96566
C -4.82962 -2.51233 -1.73848
Si -3.95534 -0.10418 -3.06073
Br -1.96052 -0.20240 -1.93240
C -3.41601 0.51149 -4.82595
C -2.15057 -0.22127 -5.30314
C -4.52604 0.29457 -5.86449
C -3.05647 2.00420 -4.80173
C -5.03826 1.19508 -2.11252
C -5.66328 0.57320 -0.85486
C -4.17768 2.37202 -1.62606
C -6.17363 1.72850 -2.99990
H -6.53600 -2.89908 -3.76195
H -6.16220 -1.48544 -4.75724
H -6.83366 -1.27602 -3.13435
H -4.21142 -3.83162 -3.90838
H -2.81044 -2.80282 -3.58323
H -3.82185 -2.51549 -5.01793
H -5.07909 -3.57474 -1.84422
H -5.60209 -2.04923 -1.12781
H -3.88817 -2.43962 -1.20199
H -2.26433 -1.30299 -5.30174
H -1.29670 0.01372 -4.66848
H -1.91393 0.09697 -6.32477
H -4.68036 -0.76833 -6.05852
H -4.24337 0.76557 -6.81218
H -5.47753 0.72594 -5.54356
H -2.28281 2.20137 -4.05741
H -3.91947 2.63620 -4.59026
H -2.65742 2.29654 -5.77896
H -4.90221 0.10700 -0.22453
H -6.42706 -0.16454 -1.10744
H -6.14124 1.36189 -0.26482
H -3.46439 2.04049 -0.87154
H -4.82407 3.11942 -1.15333
H -3.63406 2.85798 -2.43629
H -6.78548 0.91640 -3.40194
H -5.79280 2.31083 -3.84031
H -6.82552 2.38166 -2.41054
C -4.58909 -4.14688 3.05457
N -3.25766 -4.02521 2.48488
C -3.15588 -4.71356 1.20543
C -2.74851 -2.70779 2.52359
S -2.59750 -1.78969 1.15309
N -2.41498 -2.30386 3.77391
C -2.23698 -3.24055 4.86302
C -1.87578 -0.98076 4.02016
H -5.34989 -3.70459 2.39436
H -4.63974 -3.64050 4.01749
H -4.82403 -5.20400 3.19699
H -3.14640 -5.79073 1.39633
H -2.23417 -4.43568 0.70177
H -3.98852 -4.47261 0.53495
H -2.33348 -4.26062 4.49978
H -2.97622 -3.06392 5.65290
H -1.24163 -3.11183 5.29685
H -2.27195 -0.27414 3.29887
H -0.78469 -0.97104 3.92175
H -2.15286 -0.65695 5.02631
C 0.54292 -6.37246 2.01993
Si 1.57047 -4.77379 1.82378
C 2.96833 -4.86934 3.10787
C 2.35280 -4.83834 0.10959
C 0.48728 -3.29366 2.17563
Te 1.38032 -1.44275 1.47046
C 2.12760 -1.06069 3.55443
Si 3.93728 -0.58906 3.72750
C 5.09383 -1.81782 2.84739
C 4.47480 1.13111 3.17150
C 4.39799 -0.70101 5.57839
H 1.17849 -7.25629 1.91686
H -0.23564 -6.42778 1.25507
H 0.05373 -6.42157 2.99637
H 3.66683 -5.67927 2.88392
H 2.58047 -5.02792 4.11784
H 3.52520 -3.93150 3.10852
H 2.73514 -5.83592 -0.12106
H 3.17630 -4.12488 0.03488
H 1.61788 -4.56226 -0.64993
H 0.25756 -3.19847 3.23887
H -0.44753 -3.38188 1.62536
H 1.97626 -1.99112 4.11158
H 1.50538 -0.29164 4.02234
H 4.69840 -2.08096 1.86338
H 5.22081 -2.73933 3.41993
H 6.08500 -1.37959 2.70668
H 4.33484 1.25295 2.09760
H 5.53124 1.30034 3.40287
H 3.88559 1.90876 3.65761
H 4.22323 -1.70161 5.98199
H 3.80627 0.00394 6.16802
H 5.45385 -0.45756 5.72770